[1]
Molecular formula: C40H64CdN6O3S2SbSi3
Method: DFT, ωB97M-V/def2-TZVPD

Last column: Mulliken charge in e.
Element x y z (Å)
Cd1 0.012 -0.228 0.377  7.407
N1 0.850 -0.322 -1.839  -0.703
C1 2.159 0.133 -2.331  -0.846
C2 3.335 -0.499 -1.603  -0.942
C3 3.520 -0.021 -0.170  -0.367
N2 2.529 -0.615 0.741  -0.113
H1 0.687 -1.283 -2.122  0.153
H2 0.126 0.262 -2.269  0.147
H3 2.195 1.217 -2.204  0.316
H4 2.254 -0.063 -3.404  0.496
H5 4.243 -0.263 -2.163  0.433
H6 3.246 -1.592 -1.619  0.348
H7 3.396 1.063 -0.129  -0.085
H8 4.541 -0.239 0.160  0.489
H9 2.596 -0.175 1.654  -0.626
H10 2.750 -1.597 0.868  0.312
C4 1.028 -4.693 1.700  -1.684
C5 0.860 -3.319 1.497  -0.377
N3 0.022 -2.801 0.624  0.764
C6 -0.745 -3.647 -0.099  -0.421
C7 -0.691 -5.040 0.072  1.244
C8 0.238 -5.556 0.990  -0.673
C9 -1.560 -5.896 -0.684  -1.094
C10 -2.418 -5.383 -1.585  -0.899
C11 -2.467 -3.969 -1.826  1.626
C12 -3.305 -3.406 -2.805  -1.189
C13 -3.271 -2.056 -3.018  -1.109
C14 -2.411 -1.273 -2.235  -0.635
N4 -1.631 -1.767 -1.297  0.795
C15 -1.644 -3.098 -1.095  -0.928
H11 1.751 -5.045 2.422  0.526
H12 1.424 -2.616 2.099  0.281
H13 0.313 -6.628 1.128  0.453
H14 -1.507 -6.964 -0.512  0.434
H15 -3.074 -6.026 -2.158  0.438
H16 -3.956 -4.051 -3.383  0.449
H17 -3.892 -1.583 -3.766  0.575
H18 -2.367 -0.201 -2.378  0.359
C16 -8.313 -0.446 -1.288  -1.520
C17 -6.956 -0.015 -0.809  1.070
C18 -6.681 1.320 -0.537  -1.119
C19 -5.435 1.715 -0.069  -0.341
C20 -4.442 0.765 0.113  -0.252
C21 -4.705 -0.579 -0.126  -0.625
C22 -5.951 -0.959 -0.588  -0.862
S1 -2.844 1.225 0.721  -0.387
O1 -2.995 2.523 1.344  -0.849
O2 -2.417 0.118 1.567  -0.130
N5 -1.784 1.224 -0.466  1.490
C23 -1.845 2.128 -1.511  -0.705
C24 -2.734 3.218 -1.604  -0.710
C25 -2.678 4.040 -2.708  -0.970
C26 -1.740 3.801 -3.708  -0.773
C27 -0.905 2.717 -3.538  -0.748
N6 -0.953 1.897 -2.487  0.066
H19 -8.909 0.405 -1.612  0.371
H20 -8.859 -0.953 -0.490  0.312
H21 -8.232 -1.144 -2.122  0.370
H22 -7.456 2.063 -0.678  0.367
H23 -5.249 2.748 0.186  0.506
H24 -3.941 -1.317 0.078  0.435
H25 -6.157 -2.008 -0.768  0.449
H26 -3.416 3.436 -0.800  0.490
H27 -3.358 4.879 -2.782  0.449
H28 -1.665 4.429 -4.583  0.450
H29 -0.155 2.478 -4.286  0.462
O3 1.080 1.917 0.888  -0.944
S2 1.286 3.031 -0.123  0.596
C28 2.566 4.098 0.605  -0.597
C29 2.049 5.528 0.522  -0.878
C30 0.575 5.443 0.911  -0.518
C31 -0.009 4.294 0.097  0.164
H30 3.513 3.925 0.097  0.504
H31 2.638 3.753 1.639  0.111
H32 2.150 5.910 -0.497  0.286
H33 2.620 6.186 1.175  0.438
H34 0.041 6.371 0.710  0.474
H35 0.484 5.229 1.977  0.026
H36 -0.283 4.607 -0.913  0.395
H37 -0.863 3.788 0.548  -0.336
C32 3.240 -1.997 4.068  -1.015
Si1 2.224 -0.568 4.759  0.642
C33 2.013 -0.926 6.584  -1.131
C34 3.176 1.031 4.501  -1.082
Sb1 0.031 -0.324 3.446  -2.579
Si2 -1.375 -2.114 4.637  0.619
C35 -1.796 -1.586 6.385  -1.043
C36 -0.426 -3.727 4.787  -0.931
C37 -2.910 -2.376 3.606  -0.967
Si3 -0.940 1.751 4.627  0.817
C38 -2.806 1.680 4.620  -0.704
C39 -0.323 1.871 6.393  -1.202
C40 -0.359 3.241 3.665  -0.212
H38 4.149 -2.102 4.667  0.506
H39 3.552 -1.852 3.032  0.355
H40 2.696 -2.942 4.137  0.117
H41 3.003 -0.983 7.047  0.442
H42 1.521 -1.888 6.745  0.259
H43 1.441 -0.162 7.108  0.316
H44 4.171 0.967 4.948  0.470
H45 2.656 1.875 4.958  0.246
H46 3.295 1.260 3.439  0.192
H47 -0.893 -1.476 6.988  0.235
H48 -2.410 -2.364 6.848  0.444
H49 -2.354 -0.652 6.435  0.265
H50 0.567 -3.587 5.218  0.212
H51 -0.319 -4.230 3.828  0.108
H52 -0.980 -4.397 5.451  0.507
H53 -3.467 -1.446 3.480  0.152
H54 -3.563 -3.119 4.072  0.557
H55 -2.641 -2.728 2.607  0.137
H56 -3.200 0.763 5.058  0.216
H57 -3.191 1.773 3.607  -0.043
H58 -3.188 2.519 5.209  0.476
H59 -0.611 1.007 6.994  0.287
H60 -0.772 2.757 6.850  0.448
H61 0.760 1.986 6.448  0.288
H62 -0.853 3.236 2.692  -0.400
H63 0.722 3.227 3.507  0.066
H64 -0.630 4.161 4.190  0.561

Computed properties:
E_LUMO   -2.42 eV
Charge   +1



[2]
Molecular formula: C16H15BrN3ORuSe2Te3
Method: DFT, ωB97M-V/def2-TZVPD

Last column: Mulliken charge in e.
Element x y z (Å)
Ru1 -1.157 0.596 0.626  0.579
O1 3.341 1.160 4.517  -0.511
C1 2.556 1.261 3.374  0.857
C2 2.632 0.476 2.251  -0.885
C3 1.676 0.634 1.275  0.015
N1 0.617 1.470 1.447  0.123
C4 0.731 2.437 2.414  -0.028
Br1 -0.387 3.983 2.458  -0.093
C5 1.710 2.403 3.392  -0.552
H1 3.971 0.453 4.421  0.305
H2 3.180 -0.489 2.293  0.226
H3 1.709 -0.009 0.339  0.207
H4 1.749 3.011 4.322  0.348
Se1 -2.549 0.356 -1.369  -0.371
Te1 -5.011 0.889 -0.456  -0.078
Te2 -4.519 -0.080 1.950  -0.184
Se2 -2.598 1.633 1.973  -0.203
Te3 -1.201 2.745 -0.948  0.147
C6 -0.277 2.013 -2.784  -0.230
C7 0.972 1.417 -2.715  -0.507
C8 1.350 0.584 -3.792  -0.417
C9 0.699 0.636 -4.984  -0.422
C10 -0.449 1.349 -5.108  -0.476
C11 -1.011 1.873 -3.959  -0.055
H5 1.678 1.527 -1.902  0.560
H6 2.194 -0.071 -3.568  0.435
H7 1.124 0.195 -5.891  0.352
H8 -0.841 1.565 -6.122  0.347
H9 -2.117 2.016 -3.921  0.292
N2 0.292 -1.801 -1.000  -0.118
C12 -0.328 -2.367 0.074  0.575
C13 -0.493 -3.735 0.286  -0.858
C14 -1.092 -4.179 1.448  -0.208
C15 -1.599 -3.257 2.357  -0.971
C16 -1.426 -1.896 2.068  -0.322
N3 -0.806 -1.495 0.966  0.329
H10 0.596 -2.326 -1.806  0.218
H11 0.316 -0.768 -1.194  -0.181
H12 -0.318 -4.406 -0.558  0.324
H13 -1.086 -5.230 1.760  0.369
H14 -2.090 -3.477 3.340  0.349
H15 -1.736 -1.094 2.730  0.715

Computed properties:
Multiplicity   6
E_LUMO (alpha / beta)   -0.13 / -0.82 eV
⟨S²⟩   8.79
Charge   0



[3]
Molecular formula: C5H13N2O
Method: DFT, ωB97M-V/def2-TZVPD

Last column: Mulliken charge in e.
Element x y z (Å)
C1 2.635 -0.337 -1.131  -1.016
N1 1.197 -0.878 -1.169  -0.553
C2 0.513 -0.370 -0.011  -0.197
C3 -0.805 -1.172 0.268  -0.897
C4 -1.778 -0.556 1.330  -2.824
N2 -2.542 0.622 0.700  -0.350
C5 0.295 1.358 -0.279  -0.647
O1 1.147 1.794 -1.147  -0.840
H1 3.125 -0.377 -0.190  0.401
H2 2.573 0.728 -1.047  0.404
H3 3.184 -0.830 -1.917  0.299
H4 0.721 -0.363 -1.873  0.363
H5 1.200 -0.360 0.972  0.392
H6 -0.728 -2.176 0.459  1.026
H7 -1.393 -1.082 -0.627  0.338
H8 -1.159 -0.199 2.100  -0.319
H9 -2.444 -1.231 1.690  0.903
H10 -3.177 0.854 1.466  0.841
H11 -1.925 1.338 0.431  0.145
H12 -0.795 1.458 -0.718  0.054
H13 0.158 1.779 0.694  0.479

Computed properties:
Multiplicity   2
E_LUMO (alpha / beta)   6.55 / 6.52 eV
⟨S²⟩   0.75
Charge   -2



no.,E (eV)
1,-114008.42083
2,-248546.66706
3,-10416.61668